# 1
A structure of composition C6H11N2. Source: the Open Molecules 2025 dataset; level of theory: ωB97M-V with the def2-TZVPD basis set.

XYZ file:
```
19
Properties=species:S:1:pos:R:3:forces:R:3
N -0.561534 -0.036027 -0.096034 -2.293 -0.785 -1.313
N -0.387192 1.255567 -0.033027 0.434 0.049 0.496
C 3.005917 0.081227 0.385416 2.200 -4.223 -2.910
C 0.656855 -0.794940 -0.244501 -0.549 -0.824 -3.372
C -2.946996 0.613201 0.252519 1.271 -2.405 0.013
C 0.854048 1.275777 0.189999 1.525 2.097 -0.084
C 1.787325 0.336286 -0.423744 -1.144 -0.019 1.005
C -1.908806 -0.523932 -0.144278 -3.292 -0.155 0.818
H -3.918286 0.103956 0.311032 0.175 0.710 -0.338
H 2.003905 0.506810 -1.439879 -0.010 0.357 -1.458
H 0.536032 -1.630070 -1.107975 0.458 1.839 2.349
H 0.819168 -1.100340 0.719452 0.957 -1.951 2.201
H 2.868405 0.316921 1.373790 0.086 0.911 2.320
H -2.240402 -1.469765 0.433747 1.602 1.373 -0.841
H -2.201575 -0.609275 -1.180728 0.479 -0.885 -0.651
H 3.955002 0.441575 -0.118936 -1.244 -0.083 0.996
H 3.113196 -1.121784 0.366791 0.127 2.607 0.103
H -2.785528 1.393251 -0.444160 -0.748 0.811 -0.713
H -2.649533 0.961565 1.200525 -0.034 0.577 1.379
```
Positions in Å, forces in eV/Å.

Total charge: +1
HOMO level (alpha / beta), eV: -14.38 / -14.32
Gap between HOMO and LUMO (alpha / beta), hartree: 0.286 / 0.302

# 2
An isolated molecule of C3H6Cl2S. Source: the Open Molecules 2025 dataset; level of theory: ωB97M-V with the def2-TZVPD basis set.

XYZ file:
```
12
Properties=species:S:1:pos:R:3:forces:R:3
Cl -0.097851 2.016115 -0.025184 -0.504 0.130 -0.198
Cl -1.860138 -0.425461 -0.680566 1.013 1.231 0.765
S 2.020483 -0.465746 -0.507393 -3.254 -1.089 -3.148
C 0.514016 -0.487703 0.747306 1.495 -2.988 -2.114
C -0.659281 0.452233 0.471937 -1.510 -1.769 2.789
C 0.100843 -2.008970 1.226904 1.584 3.381 3.991
H -0.583714 -2.498910 0.631023 -1.697 -0.514 -1.245
H -1.253889 0.523090 1.568882 1.364 0.041 -3.217
H 1.287434 -0.839104 -1.967011 1.628 0.830 3.513
H 0.878371 -2.778200 1.503260 -0.088 1.480 -0.700
H -0.317878 -1.689698 2.297802 0.145 -1.223 -2.149
H 1.214282 -0.039733 1.405222 -0.176 0.489 1.712
```
Positions in Å, forces in eV/Å.

Structure (SMILES): C[C@@H](S)C(Cl)Cl
HOMO level, eV: -9.22
Gap between HOMO and LUMO, hartree: 0.352

Listing relative energy (zero: lowest compared OMol25 entry of this formula, charge and spin) for the structures above in their given order: 7.161, 2.269 eV.